<i>
C4H12N2S | ωB97M-V/def2-TZVPD

XYZ file:
```
19
Properties=species:S:1:pos:R:3
C 0.1287 -0.5433 1.1090
N 0.8464 0.4504 0.3924
C 1.8389 0.1201 -0.5960
N 2.7772 1.1901 -0.8533
C -1.2715 -0.9196 0.5426
C -1.9919 0.2637 -0.0722
S -3.5711 -0.2453 -0.8621
H 0.0408 -0.2831 2.1710
H 0.7143 -1.4674 1.0343
H 0.7501 1.4134 0.6577
H 2.4006 -0.7393 -0.2268
H 1.3680 -0.1190 -1.5522
H 3.3604 1.4026 -0.0509
H 2.3076 2.0520 -1.1097
H -1.8728 -1.3555 1.3414
H -1.0757 -1.6262 -0.2666
H -1.3890 0.7201 -0.8402
H -2.3224 0.9835 0.6802
H -3.0384 -1.2973 -1.4987
```

Output
SMILES	NCNCCCS

<ii>
C4H12N2S | ωB97M-V/def2-TZVPD

XYZ file:
```
19
Properties=species:S:1:pos:R:3
N 0.6061 1.2978 -0.6536
C 0.0036 0.0629 -0.3570
C -1.2594 0.2026 0.5145
S -2.8716 0.8979 -0.3250
C 0.8791 -0.9221 0.4412
N 2.1656 -1.0610 -0.2470
C 3.2566 -1.6379 0.6657
H 0.2937 1.9049 -1.4128
H 0.5345 1.8515 0.2650
H -0.3650 -0.5104 -1.2325
H -1.1181 0.7174 1.5879
H -1.7314 -0.8009 0.6152
H -2.6407 2.2189 -0.1865
H 0.8335 -0.3748 1.4899
H 0.2485 -1.8016 0.7024
H 2.4629 -0.1059 -0.5994
H 2.9905 -2.2434 1.5458
H 3.8702 -2.2839 0.0029
H 3.8856 -0.8289 1.1400
```

Output
SMILES	CNC[C@H](N)CS

<iii>
C4H12N2S | ωB97M-V/def2-TZVPD

XYZ file:
```
19
Properties=species:S:1:pos:R:3
C 2.1179 -0.5592 -0.4220
N 0.8671 -1.0384 -0.9802
C -0.3079 -0.4374 -0.4977
C -0.6878 -1.2720 0.8001
S -2.2589 -0.8823 1.7577
C -0.2547 1.1129 -0.2489
N -1.5612 1.8636 -0.4891
H 2.2997 0.5513 -0.4701
H 2.2496 -0.7422 0.5916
H 3.0679 -0.8548 -0.9780
H 0.9498 -0.8939 -1.9768
H -1.1509 -0.5645 -1.1179
H -0.8198 -2.3549 0.4291
H 0.1201 -1.0211 1.4571
H -1.6138 -0.0752 2.6199
H 0.4177 1.4436 -1.0638
H 0.3931 1.4215 0.6225
H -2.3405 1.5031 0.0962
H -1.4874 2.7999 -0.1296
```

Output
SMILES	CN[C@H](CN)CS

We find <i> to be the most stable, with the next structure 19.9 kcal/mol higher.